An isolated ion of composition C7H12O and charge +1. Source: the OMol25 dataset; level of theory: ωB97M-V/def2-TZVPD.

Summary:
Expectation value of S² ... 0.753
HOMO-LUMO gap (spin up / spin down) ... 7.82 / 4.48 eV
E_LUMO (spin up / spin down) ... -0.18801 / -0.31055 Eh
Charge ... +1
Multiplicity ... 2

Each line ends with the Löwdin charge.
Geometry (Å):
O  -1.18  -3.17  -1.58  0.095
C  -1.14  -1.43  0.07  -0.148
C  -1.58  -2.10  -1.22  -0.268
C  2.34  1.82  1.31  0.284
C  -0.21  -0.27  -0.30  -0.181
C  1.06  1.67  0.75  -0.188
C  0.29  0.44  0.96  -0.148
C  0.46  2.76  -0.04  0.011
H  0.87  3.73  0.19  0.107
H  -0.57  0.73  1.60  0.169
H  0.63  -0.63  -0.89  0.138
H  -0.60  -2.16  0.67  0.130
H  -0.74  0.41  -0.98  0.123
H  0.81  -0.27  1.60  0.133
H  2.74  1.26  2.14  0.115
H  2.98  2.60  0.89  0.115
H  0.70  2.56  -1.09  0.142
H  -0.62  2.73  0.04  0.114
H  -2.01  -1.05  0.62  0.125
H  -2.28  -1.51  -1.83  0.131